# 1
The following is a DFT calculation (the ωB97M-V functional and the def2-TZVPD basis) of a 16-piece molecular cluster, H31O16 overall.

Results
**Energy above the lowest of the compared OMol25 structures with the same formula, charge and spin**: 179.5 kcal/mol
**Charge**: -1
**Orbital gap**: 8.5 eV

Positions of all 47 atoms, in Å:
O: 4.371 -3.114 -0.528
H: -3.649 -2.966 -2.383
H: 1.704 -3.635 -4.251
O: -2.240 -0.671 1.640
H: 3.457 -2.908 -0.461
H: 4.242 -3.956 -0.998
O: -4.478 2.380 0.838
H: -1.274 -0.457 1.564
H: 0.714 -3.351 -3.021
O: 1.224 -3.952 -3.446
H: 0.382 3.219 -0.702
H: -2.471 0.195 1.346
O: -2.910 -3.542 -2.934
H: 0.781 -1.869 3.326
H: -0.448 3.215 1.441
O: 3.517 1.638 3.934
H: 4.044 2.459 3.894
H: 2.570 1.642 3.593
O: 2.169 3.822 0.744
H: 2.419 3.857 -0.259
H: 1.652 3.099 1.197
O: -2.228 3.575 -0.876
H: -1.355 3.227 -0.751
H: -4.824 2.943 1.417
O: -0.594 -3.240 -0.016
H: 0.162 -3.140 0.359
O: 1.616 -2.371 3.697
H: -2.528 -4.112 -2.250
H: 1.713 -1.949 4.537
O: 0.323 0.072 1.127
H: -3.599 2.537 0.604
H: 2.197 -1.607 2.053
O: 0.060 2.543 0.830
H: -3.417 1.693 -2.428
H: 0.084 -1.026 -2.400
O: 0.602 4.082 -1.149
H: 0.886 -0.253 0.332
H: 2.227 -1.074 0.710
O: 0.328 -1.813 -2.082
H: 0.119 1.067 0.936
H: -0.476 -2.464 -1.857
O: 1.932 -2.011 1.218
H: -1.283 -2.845 0.685
H: -1.716 4.399 -0.478
O: -3.868 1.567 -3.162
H: 1.305 3.723 -1.669
H: -3.439 1.373 -3.923

# 2
The following is a DFT calculation (the ωB97M-V functional and the def2-TZVPD basis) of H31O16 as an isolated structure.

Results
**Energy above the lowest of the compared OMol25 structures with the same formula, charge and spin**: 93.7 kcal/mol
**Charge**: -2
**2S+1**: 2
**Orbital gap (alpha / beta)**: 1.9 / 8.5 eV

Positions of all 47 atoms, in Å:
O: 2.797 -0.981 -1.299
H: 2.047 -1.389 3.750
H: 5.604 -1.774 -0.868
O: 0.315 -1.255 1.099
H: 2.615 -1.323 -2.146
H: 2.868 0.024 -1.352
O: -3.369 1.956 3.849
H: 0.660 -1.376 0.137
H: 4.509 -1.393 -1.730
O: 5.465 -1.644 -1.831
H: -4.937 -0.445 -2.732
H: -0.233 -1.906 1.538
O: 1.435 -1.472 4.343
H: 1.022 2.083 -1.965
H: -0.803 1.502 -1.034
O: 3.088 4.079 -1.874
H: 2.821 4.605 -2.679
H: 2.030 4.049 -1.606
O: -0.924 4.819 -0.720
H: -1.126 5.225 0.020
H: -0.192 3.833 -0.463
O: -6.036 0.074 0.853
H: -5.245 0.505 0.621
H: -2.899 1.585 3.054
O: 2.849 -1.144 1.841
H: 2.711 -1.856 1.094
O: 0.782 2.682 -0.536
H: 1.456 -1.037 5.185
H: 1.558 2.760 -0.152
O: -0.393 -2.029 -1.399
H: -2.654 1.780 4.481
H: -1.382 -2.193 -1.379
O: -1.367 0.934 -0.315
H: -2.482 -2.804 4.252
H: 2.005 -4.671 -3.668
O: -4.138 -0.188 -2.232
H: -0.405 -1.204 -1.920
H: 0.533 0.413 -1.788
O: 1.086 -4.773 -3.491
H: -0.843 0.779 0.463
H: 0.842 -3.874 -3.468
O: 1.096 0.974 -2.334
H: 2.999 -0.305 1.368
H: -5.561 -0.703 1.020
O: -2.769 -2.020 3.968
H: -4.597 0.408 -1.563
H: -2.246 -1.391 4.157

# 3
The following is a DFT calculation (the ωB97M-V functional and the def2-TZVPD basis) of a 16-piece molecular cluster, H31O16 overall.

Results
**Energy above the lowest of the compared OMol25 structures with the same formula, charge and spin**: 5.9 kcal/mol
**2S+1**: 2
**Orbital gap (alpha / beta)**: 10.7 / 6.4 eV

Positions of all 47 atoms, in Å:
O: 4.169 -1.972 2.372
H: 1.356 1.095 4.654
H: 4.790 2.978 2.813
O: -3.492 -0.303 -0.538
H: 3.243 -1.804 2.558
H: 4.186 -2.866 2.018
O: 0.251 -2.908 -2.956
H: -3.419 0.453 0.049
H: 4.672 3.394 1.408
O: 4.159 3.412 2.225
H: -0.677 2.484 0.387
H: -4.295 -0.779 -0.305
O: 1.559 0.160 4.631
H: -3.535 4.062 -2.148
H: -2.677 0.487 -2.626
O: -0.531 -2.049 0.146
H: 0.354 -1.621 1.605
H: -1.337 -0.507 1.965
O: -0.475 3.956 2.456
H: -0.405 4.006 1.501
H: 0.416 3.832 2.794
O: 1.560 -4.196 -0.487
H: 1.769 -3.622 -1.238
H: 0.169 -2.370 -3.758
O: 0.710 1.155 -2.466
H: -0.119 1.635 -2.330
O: -3.723 3.769 -1.252
H: 0.768 -0.369 4.506
H: -2.963 3.210 -1.043
O: 0.409 -1.525 2.574
H: -0.369 -2.420 -2.396
H: 1.301 -1.733 2.857
O: -3.298 0.708 -3.316
H: -1.565 1.429 0.304
H: -1.185 -1.650 -0.660
O: 2.717 -1.188 -2.233
H: -1.320 -0.387 0.436
H: 0.373 -1.888 -0.160
O: -1.838 -1.477 -1.856
H: -2.881 0.540 -4.165
H: 2.154 -1.769 -2.759
O: -1.214 2.103 -0.326
H: 0.678 0.552 -1.714
H: 1.052 -3.575 0.051
O: -1.752 -0.025 1.238
H: 2.909 -0.432 -2.799
H: -2.656 -1.988 -2.018

> What is the energy above the lowest of the compared OMol25 structures with the same formula, charge and spin in the first record?

179.5 kcal/mol

> energy above the lowest of the compared OMol25 structures with the same formula, charge and spin of number 1 (H31O16)?

179.5 kcal/mol